Here is 9 unconnected molecules or ions with the total composition C15H27F3N6O21 in a non-equilibrium geometry from the OMol25 dataset. Energies are from the ωB97M-V functional and the def2-TZVPD basis.

Cartesian coordinates (Å):
1 O 0.151 -0.064 2.357
2 C 0.375 -0.071 3.530
3 O 1.132 -0.992 4.136
4 C 1.408 -0.583 5.472
5 C 0.447 0.607 5.687
6 F 1.163 1.726 6.014
7 O -0.153 0.764 4.439
8 H 1.391 -1.438 6.152
9 H 2.478 -0.352 5.532
10 H -0.228 0.432 6.524
11 O -1.591 -1.124 -4.281
12 C -0.638 -1.587 -4.804
13 O -0.337 -1.546 -6.112
14 C 0.878 -2.262 -6.369
15 C 1.084 -2.998 -5.071
16 F 2.386 -2.996 -4.689
17 O 0.378 -2.216 -4.134
18 H 0.894 -2.783 -7.321
19 H 1.679 -1.523 -6.480
20 H 0.708 -4.021 -5.038
21 O -2.211 2.389 5.122
22 C -2.528 1.710 4.203
23 O -2.367 2.049 2.915
24 C -3.256 1.266 2.104
25 C -3.402 0.014 3.002
26 F -2.350 -0.820 2.694
27 O -3.185 0.525 4.289
28 H -4.153 1.869 1.992
29 H -2.877 1.002 1.124
30 H -4.312 -0.577 2.952
31 C -0.913 0.399 -0.852
32 N 0.583 0.359 -0.959
33 O 1.147 1.450 -0.860
34 O 1.144 -0.681 -1.225
35 H -1.134 -0.339 -1.630
36 H -1.258 1.359 -1.205
37 H -1.228 0.117 0.147
38 C 3.755 3.627 -0.131
39 N 4.591 4.806 -0.579
40 O 5.641 4.629 -1.172
41 O 4.152 5.903 -0.291
42 H 3.568 2.937 -0.951
43 H 2.849 4.153 0.143
44 H 4.241 3.032 0.634
45 C -2.872 -2.842 -2.006
46 N -3.444 -1.714 -1.247
47 O -3.164 -1.626 -0.071
48 O -4.137 -0.914 -1.840
49 H -3.153 -3.849 -1.698
50 H -1.808 -2.791 -1.767
51 H -2.998 -2.832 -3.082
52 C 3.413 -0.092 1.738
53 N 3.925 -0.763 2.968
54 O 4.302 -1.906 2.817
55 O 4.088 -0.085 3.969
56 H 2.744 0.713 2.038
57 H 2.781 -0.763 1.162
58 H 4.293 0.199 1.175
59 C 1.909 -3.475 -1.602
60 N 3.198 -3.750 -0.926
61 O 3.572 -2.890 -0.167
62 O 3.856 -4.719 -1.244
63 H 2.127 -2.645 -2.259
64 H 1.252 -3.157 -0.799
65 H 1.533 -4.343 -2.131
66 C -4.773 4.141 -2.121
67 N -4.235 3.158 -1.150
68 O -4.789 2.992 -0.092
69 O -3.221 2.588 -1.483
70 H -4.599 3.751 -3.122
71 H -4.104 5.004 -2.106
72 H -5.795 4.463 -1.970

Computed properties:
**DFT total energy**: -76066.3565 eV
**Structure (SMILES)**: O=C1OC[C@@H](F)O1.O=C1OC[C@@H](F)O1.O=C1OC[C@@H](F)O1.C[N+](=O)[O-].C[N+](=O)[O-].C[N+](=O)[O-].C[N+](=O)[O-].C[N+](=O)[O-].C[N+](=O)[O-]
**Highest occupied orbital energy**: -10.791 eV
**Frontier orbital gap**: 10.61 eV
**LUMO**: -0.182 eV
**Relative energy (zero: lowest compared OMol25 entry of this formula, charge and spin)**: 17.20 kcal per mole

Here is a molecular structure, C33H38F3N4O6Si2W in a non-equilibrium geometry from the OMol25 dataset. Energies are from the ωB97M-V functional and the def2-TZVPD basis.

Cartesian coordinates (Å):
1 W 0.453 0.160 0.197
2 C 1.122 0.189 -3.841
3 O 0.257 0.034 -2.731
4 C -1.087 0.084 -3.000
5 C -1.564 0.148 -4.318
6 C -2.905 0.131 -4.572
7 C -3.823 0.108 -3.526
8 C -3.384 0.083 -2.224
9 C -2.005 0.086 -1.902
10 N -1.562 0.056 -0.546
11 N -2.588 0.389 0.240
12 C -2.548 0.352 1.601
13 C -1.532 -0.161 2.369
14 O -0.395 -0.599 1.789
15 C -1.643 -0.242 3.781
16 C -2.765 0.190 4.417
17 C -3.901 0.631 3.669
18 C -5.137 1.000 4.278
19 C -6.197 1.435 3.550
20 C -6.086 1.512 2.137
21 C -4.905 1.116 1.539
22 C -3.765 0.734 2.277
23 H 0.864 1.053 -4.404
24 H 1.094 -0.678 -4.495
25 H 2.162 0.316 -3.508
26 H -0.903 0.317 -5.114
27 H -3.307 0.181 -5.612
28 H -4.899 0.126 -3.708
29 H -4.083 0.075 -1.353
30 H -0.758 -0.572 4.280
31 H -2.837 0.166 5.490
32 H -5.284 0.902 5.335
33 H -7.150 1.707 3.996
34 H -6.898 1.823 1.474
35 H -4.806 1.162 0.472
36 C 4.976 1.721 -0.571
37 Si 3.090 1.895 -0.739
38 C 2.848 2.950 -2.413
39 C 2.878 3.217 0.592
40 N 2.238 0.359 -0.822
41 C 2.846 -0.823 -1.205
42 C 4.008 -0.893 -1.944
43 C 4.620 -2.106 -2.231
44 C 3.977 -3.260 -1.852
45 C 2.766 -3.215 -1.201
46 C 2.167 -2.003 -0.839
47 N 0.981 -1.760 -0.183
48 Si -0.126 -3.191 0.126
49 C 0.930 -4.340 1.289
50 C -1.812 -3.047 0.948
51 C -0.539 -3.809 -1.625
52 H 5.441 2.647 -0.312
53 H 5.402 1.453 -1.538
54 H 5.290 0.910 0.101
55 H 3.514 3.818 -2.347
56 H 1.812 3.263 -2.492
57 H 3.116 2.416 -3.322
58 H 3.601 3.941 0.256
59 H 3.204 2.813 1.567
60 H 1.920 3.753 0.648
61 H 4.490 0.008 -2.252
62 H 5.568 -2.141 -2.726
63 H 4.332 -4.255 -2.056
64 H 2.284 -4.152 -0.922
65 H 0.359 -4.624 2.201
66 H 1.812 -3.744 1.623
67 H 1.337 -5.286 0.915
68 H -1.674 -2.836 2.023
69 H -2.257 -4.029 0.878
70 H -2.462 -2.274 0.536
71 H 0.390 -3.997 -2.176
72 H -1.015 -3.009 -2.171
73 H -1.176 -4.707 -1.728
74 C -1.086 4.268 1.158
75 O -0.915 2.842 1.463
76 C -0.239 2.137 0.669
77 O 0.190 2.344 -0.443
78 H -1.911 4.618 1.814
79 H -1.247 4.428 0.060
80 H -0.139 4.825 1.345
81 F 3.321 -0.605 4.566
82 C 2.857 -0.555 3.300
83 F 2.084 -1.702 3.166
84 F 3.874 -0.575 2.434
85 C 1.832 0.533 2.935
86 O 1.168 1.074 3.807
87 O 1.836 0.689 1.654

Computed properties:
**DFT total energy**: -78821.3719 eV
**Spin multiplicity**: 3
**Highest occupied orbital energy (spin up / spin down)**: -3.459 / -4.701 eV
**Frontier orbital gap (spin up / spin down)**: 6.02 / 6.88 eV
**LUMO (spin up / spin down)**: 2.560 / 2.183 eV
**Net charge**: -1
**Relative energy (zero: lowest compared OMol25 entry of this formula, charge and spin)**: 10.77 kcal per mole

Here is a molecular structure, C11H14BF4InN6S5Sb in a non-equilibrium geometry from the OMol25 dataset. Energies are from the ωB97M-V functional and the def2-TZVPD basis.

Cartesian coordinates (Å):
1 In 1.098 -0.372 0.238
2 C -3.333 -2.048 0.338
3 C -2.131 -1.157 0.256
4 N -1.050 -1.422 0.877
5 N -0.859 -2.464 1.668
6 C 0.537 -2.670 2.043
7 N 0.579 -3.745 2.995
8 S 1.195 -1.134 2.730
9 C -2.145 0.142 -0.452
10 C -3.096 0.450 -1.419
11 C -3.087 1.707 -1.996
12 C -2.164 2.641 -1.557
13 C -1.216 2.236 -0.635
14 N -1.181 1.014 -0.115
15 H -3.552 -2.270 1.386
16 H -3.144 -2.991 -0.181
17 H -4.209 -1.574 -0.098
18 H -1.400 -3.309 1.522
19 H 0.554 -4.643 2.525
20 H 1.417 -3.703 3.556
21 H -3.805 -0.297 -1.746
22 H -3.780 1.956 -2.788
23 H -2.144 3.645 -1.958
24 H -0.435 2.911 -0.305
25 S 4.295 -5.246 1.086
26 Sb 3.805 -3.048 1.329
27 S 3.516 -0.136 -0.570
28 S 1.420 -3.115 0.424
29 S 4.179 -1.985 -0.977
30 N 2.016 2.686 -0.320
31 C 2.260 3.988 -0.104
32 C 2.101 4.203 1.249
33 C 1.755 2.946 1.773
34 N 1.707 2.042 0.808
35 H 2.007 2.172 -1.196
36 H 2.538 4.660 -0.897
37 H 2.225 5.128 1.784
38 H 1.539 2.665 2.790
39 F -0.610 0.456 -3.703
40 B 0.399 0.016 -2.859
41 F 0.786 1.099 -1.969
42 F 1.518 -0.420 -3.532
43 F -0.105 -1.016 -2.000

Computed properties:
**DFT total energy**: -98019.5994 eV
**Highest occupied orbital energy**: -4.125 eV
**Frontier orbital gap**: 6.03 eV
**LUMO**: 1.905 eV
**Net charge**: -1
**Relative energy (zero: lowest compared OMol25 entry of this formula, charge and spin)**: 35.43 kcal per mole

Here is 3 unconnected molecules or ions with the total composition C13H35N2O5S in a non-equilibrium geometry from the OMol25 dataset. Energies are from the ωB97M-V functional and the def2-TZVPD basis.

Cartesian coordinates (Å):
1 C 9.050 -2.006 1.742
2 C 7.683 -2.562 2.301
3 O 6.978 -3.361 1.316
4 C 5.709 -3.725 1.881
5 C 4.584 -3.758 0.788
6 S 3.917 -2.114 0.303
7 C 3.393 -1.116 1.772
8 O 2.065 -1.410 2.167
9 O 2.180 -2.633 2.859
10 H 8.833 -1.128 1.075
11 H 9.617 -2.745 1.131
12 H 9.624 -1.613 2.613
13 H 7.031 -1.654 2.473
14 H 7.857 -3.115 3.263
15 H 5.444 -3.120 2.785
16 H 5.833 -4.791 2.233
17 H 3.785 -4.495 1.071
18 H 5.058 -4.192 -0.140
19 H 4.978 -1.391 -0.231
20 H 3.368 -0.030 1.473
21 H 4.107 -1.163 2.638
22 H 1.326 -3.091 2.779
23 C -1.971 0.677 -1.142
24 C -0.807 -0.285 -1.363
25 C -1.230 -1.761 -1.484
26 O -1.580 -2.378 -0.251
27 C -2.889 -2.078 0.210
28 N 0.178 -0.096 -0.289
29 H -2.334 0.670 -0.113
30 H -1.661 1.700 -1.359
31 H -2.808 0.438 -1.802
32 H -0.335 -0.006 -2.311
33 H -0.372 -2.327 -1.859
34 H -2.033 -1.889 -2.219
35 H -3.600 -1.973 -0.612
36 H -2.877 -1.174 0.822
37 H -3.216 -2.900 0.850
38 H 1.000 -0.658 -0.501
39 H -0.203 -0.531 0.549
40 C -7.044 4.904 -1.397
41 C -6.317 3.783 -0.658
42 C -4.784 3.938 -0.645
43 O -4.147 3.619 -1.875
44 C -4.208 4.643 -2.854
45 N -6.726 2.494 -1.229
46 H -6.998 4.791 -2.480
47 H -8.101 4.909 -1.124
48 H -6.629 5.880 -1.135
49 H -6.652 3.815 0.384
50 H -4.381 3.229 0.084
51 H -4.485 4.938 -0.306
52 H -4.154 5.640 -2.410
53 H -5.115 4.541 -3.453
54 H -3.358 4.516 -3.527
55 H -6.329 1.746 -0.665
56 H -6.254 2.397 -2.126

Computed properties:
**DFT total energy**: -38088.7547 eV
**Highest occupied orbital energy**: -10.568 eV
**Frontier orbital gap**: 7.12 eV
**LUMO**: -3.447 eV
**Net charge**: +1

Here is C4H9N in the gas phase in a non-equilibrium geometry from the OMol25 dataset. Energies are from the ωB97M-V functional and the def2-TZVPD basis.

Cartesian coordinates (Å):
1 C 0.258 -1.400 2.035
2 C 0.214 -1.453 0.693
3 C 0.506 -0.271 -0.214
4 N -0.660 0.230 -0.918
5 C -0.520 1.612 -1.386
6 H 0.777 -2.204 2.555
7 H 0.258 -0.477 2.625
8 H -0.281 -2.193 0.053
9 H 1.057 0.490 0.382
10 H 1.251 -0.591 -0.953
11 H -1.459 0.291 -0.293
12 H 0.334 1.704 -2.063
13 H -1.397 1.942 -1.939
14 H -0.338 2.319 -0.579

Computed properties:
**DFT total energy**: -5781.7826 eV
**Structure (SMILES)**: C=CCNC
**Highest occupied orbital energy**: -8.970 eV
**Frontier orbital gap**: 10.07 eV
**LUMO**: 1.096 eV
**Relative energy (zero: lowest compared OMol25 entry of this formula, charge and spin)**: 46.80 kcal per mole

Here is a molecular structure, C6H9N in a non-equilibrium geometry from the OMol25 dataset. Energies are from the ωB97M-V functional and the def2-TZVPD basis.

Cartesian coordinates (Å):
1 C 1.982 0.584 -0.400
2 C 0.989 -0.548 -0.104
3 C -0.405 -0.038 0.278
4 C -1.275 0.330 -0.935
5 N -2.547 0.113 -0.971
6 C -1.146 0.402 1.520
7 C -1.109 -0.903 1.376
8 H 2.584 0.934 0.440
9 H 1.465 1.506 -0.668
10 H 2.710 0.307 -1.165
11 H 1.365 -1.282 0.602
12 H 0.834 -1.095 -1.037
13 H -0.678 0.973 -1.614
14 H -2.047 -0.864 -0.923
15 H -1.847 1.185 1.440
16 H -0.876 -1.604 2.163

Computed properties:
**DFT total energy**: -7850.6953 eV
**Highest occupied orbital energy**: -8.583 eV
**Frontier orbital gap**: 8.66 eV
**LUMO**: 0.076 eV
**Relative energy (zero: lowest compared OMol25 entry of this formula, charge and spin)**: 172.13 kcal per mole

Here is 2 unconnected molecules or ions with the total composition C22H43N2O3 in a non-equilibrium geometry from the OMol25 dataset. Energies are from the ωB97M-V functional and the def2-TZVPD basis.

Cartesian coordinates (Å):
1 C 6.168 -1.527 4.525
2 C 6.255 -1.660 3.307
3 C 6.056 -1.674 1.758
4 N 6.736 -0.566 1.038
5 C 6.727 0.720 1.790
6 C 5.261 1.276 2.149
7 C 4.909 2.661 1.416
8 C 4.601 3.848 2.465
9 C 3.552 2.496 0.560
10 C 2.317 2.107 1.519
11 C 1.629 0.731 1.061
12 C 0.589 0.216 1.894
13 C 0.928 -0.742 3.109
14 C -0.907 0.655 1.557
15 C 6.202 -0.375 -0.309
16 O 6.965 -0.057 -1.209
17 O 4.835 -0.513 -0.657
18 H 5.947 -1.241 5.591
19 H 6.526 -2.645 1.378
20 H 4.941 -1.768 1.519
21 H 7.428 0.717 2.691
22 H 7.179 1.498 1.083
23 H 4.434 0.518 2.009
24 H 5.292 1.500 3.272
25 H 5.757 3.052 0.767
26 H 5.528 4.439 2.745
27 H 3.863 4.582 1.992
28 H 4.096 3.443 3.391
29 H 3.261 3.487 0.072
30 H 3.676 1.759 -0.292
31 H 1.555 2.965 1.529
32 H 2.641 1.970 2.598
33 H 1.962 0.182 0.135
34 H 1.645 -1.573 2.812
35 H -0.014 -1.204 3.565
36 H 1.449 -0.113 3.908
37 H -1.412 -0.042 0.818
38 H -0.848 1.675 1.070
39 H -1.500 0.728 2.530
40 H 4.570 -1.461 -0.633
41 C -4.196 1.083 -1.380
42 C -5.386 0.180 -1.651
43 N -5.448 -0.373 -3.076
44 C -5.533 0.809 -4.038
45 C -6.759 -1.139 -3.286
46 C -6.953 -2.396 -2.458
47 C -4.200 -1.175 -3.493
48 C -3.766 -2.329 -2.591
49 O -3.427 -1.873 -1.294
50 C -3.577 -2.873 -0.289
51 H -4.245 2.008 -1.956
52 H -4.195 1.368 -0.325
53 H -3.240 0.602 -1.584
54 H -6.311 0.745 -1.497
55 H -5.404 -0.656 -0.958
56 H -6.368 1.439 -3.739
57 H -5.692 0.421 -5.045
58 H -4.597 1.364 -4.008
59 H -6.818 -1.387 -4.348
60 H -7.560 -0.431 -3.057
61 H -6.475 -3.256 -2.929
62 H -8.017 -2.638 -2.421
63 H -6.606 -2.308 -1.429
64 H -3.386 -0.451 -3.559
65 H -4.405 -1.549 -4.499
66 H -2.866 -2.777 -3.028
67 H -4.516 -3.117 -2.552
68 H -3.518 -3.887 -0.693
69 H -4.543 -2.733 0.206
70 H -2.790 -2.737 0.452

Computed properties:
**DFT total energy**: -32618.3188 eV
**Highest occupied orbital energy**: -8.213 eV
**Frontier orbital gap**: 5.79 eV
**LUMO**: -2.421 eV
**Net charge**: +1

Here is 4 unconnected molecules or ions with the total composition C2H8N2O3 in a non-equilibrium geometry from the OMol25 dataset. Energies are from the ωB97M-V functional and the def2-TZVPD basis.

Cartesian coordinates (Å):
1 C 1.372 0.163 -0.112
2 C -1.684 -0.142 0.523
3 N 2.594 -0.194 -0.612
4 N -2.308 -0.109 -0.636
5 O 0.477 0.554 -0.851
6 O 1.487 0.633 1.154
7 O -1.489 1.020 1.119
8 H 0.606 0.949 1.436
9 H -1.793 1.788 0.587
10 H -0.544 -1.502 0.691
11 H 0.185 -1.957 0.571
12 H 3.303 -0.490 0.036
13 H 2.607 -0.542 -1.559
14 H -2.307 -0.935 -1.205
15 H -2.506 0.765 -1.142

Computed properties:
**DFT total energy**: -11324.1802 eV
**Highest occupied orbital energy**: -8.275 eV
**Frontier orbital gap**: 8.93 eV
**LUMO**: 0.655 eV
**Relative energy (zero: lowest compared OMol25 entry of this formula, charge and spin)**: 64.33 kcal per mole

Here is C10H8ClNO2S in the gas phase in a non-equilibrium geometry from the OMol25 dataset. Energies are from the ωB97M-V functional and the def2-TZVPD basis.

Cartesian coordinates (Å):
1 C -2.170 3.011 0.318
2 C -1.153 1.958 0.307
3 C -0.954 1.129 -0.713
4 C -0.049 -0.122 -0.830
5 N -0.733 -1.280 -1.173
6 C -0.314 -2.356 -0.842
7 C 0.191 -3.516 -0.694
8 Cl 1.405 -3.929 -1.883
9 C 0.785 -0.199 0.449
10 C 1.770 -1.026 0.725
11 S 2.672 -1.793 -0.486
12 O 3.623 -2.789 -0.085
13 O 3.137 -0.612 -1.229
14 C 0.371 0.594 1.673
15 C -0.539 1.579 1.630
16 H -2.904 2.823 0.955
17 H -1.755 3.925 0.666
18 H -2.645 3.034 -0.656
19 H -1.540 1.441 -1.627
20 H 0.824 -0.031 -1.575
21 H 0.062 -4.165 0.114
22 H 0.753 0.124 2.516
23 H -0.836 2.200 2.439

Computed properties:
**DFT total energy**: -39434.7211 eV
**Structure (SMILES)**: CC1=C[C@H](N=C=CCl)C(=C=S(=O)=O)C=C1
**Highest occupied orbital energy (spin up / spin down)**: -8.957 / -8.955 eV
**Frontier orbital gap (spin up / spin down)**: 6.98 / 6.98 eV
**LUMO (spin up / spin down)**: -1.977 / -1.979 eV
**Relative energy (zero: lowest compared OMol25 entry of this formula, charge and spin)**: 123.91 kcal per mole